DFT (ωB97M-V/def2-TZVPD) results for a cluster of 2 separate species, C24H20N6O8 in total.

ORCA input file:
```
! RIJCOSX wB97M-V def2-TZVPD def2/J DEFGRID3
* xyz 0 1
O 4.059 -1.791 -1.146
N 2.886 -1.348 -1.106
O 2.087 -1.615 -0.166
C 2.417 -0.546 -2.225
C 3.213 -0.559 -3.394
C 2.688 -0.153 -4.625
N 3.521 -0.209 -5.825
O 3.151 0.333 -6.882
O 4.611 -0.814 -5.721
C 1.286 0.210 -4.675
N 0.460 0.188 -5.754
O -0.808 0.373 -5.218
N -0.766 0.492 -3.828
O -1.793 0.641 -3.182
C 0.580 0.332 -3.458
C 1.108 0.000 -2.217
H 4.230 -0.933 -3.312
H 0.476 0.087 -1.347
O 5.462 2.008 1.766
N 4.659 1.280 2.393
O 5.011 0.508 3.308
C 3.289 1.345 2.035
C 2.331 0.575 2.744
C 1.055 0.475 2.228
C 0.694 1.091 0.983
C -0.573 0.861 0.357
C -1.606 0.102 0.972
C -1.381 -1.296 1.420
C -0.574 -2.149 0.653
C -0.226 -3.418 1.111
C -0.803 -3.909 2.293
C -1.617 -3.076 3.076
C -1.872 -1.767 2.661
N -2.820 0.654 1.187
C -3.037 2.102 1.201
C -4.463 2.288 1.734
C -5.165 0.943 1.494
C -4.053 -0.111 1.338
C 1.642 2.001 0.411
C 2.906 2.148 0.939
H 2.617 0.087 3.677
H 0.292 -0.087 2.773
H -0.836 1.472 -0.511
H -0.218 -1.785 -0.309
H 0.490 -4.011 0.534
H -0.593 -4.930 2.611
H -2.036 -3.439 4.020
H -2.451 -1.097 3.302
H -2.281 2.627 1.798
H -2.956 2.501 0.183
H -4.408 2.510 2.805
H -4.955 3.134 1.248
H -5.861 0.697 2.301
H -5.739 1.017 0.565
H -4.250 -0.765 0.471
H -4.033 -0.754 2.228
H 1.340 2.610 -0.446
H 3.612 2.869 0.527
*
```

## Properties
relative energy (zero: lowest compared OMol25 entry of this formula, charge and spin) = 0.066 eV
HOMO-LUMO gap = 4.8 eV
structure (SMILES) = O=[N+]([O-])c1cc([N+](=O)[O-])c2no[n+]([O-])c2c1.O=[N+]([O-])c1ccc(/C=C(\c2ccccc2)N2CCCC2)cc1
DFT total energy = -50518.0304 eV